A structure of composition C5H17NOSi2, computed with ωB97M-V/def2-TZVPD.

The geometry in ORCA input format:
```
! RIJCOSX wB97M-V def2-TZVPD def2/J DEFGRID3
* xyz 0 1
N 2.301 -0.806 0.664
C 1.916 -0.720 -0.749
C 1.288 0.637 -1.162
C 1.135 1.673 -0.048
C -0.038 1.409 0.896
C -1.408 1.635 0.219
Si -2.599 0.219 0.208
O -2.022 -1.111 -0.595
Si -1.481 -2.543 0.006
H 3.235 -0.450 0.824
H 2.296 -1.769 0.976
H 2.762 -0.924 -1.417
H 1.202 -1.526 -0.931
H 1.890 1.071 -1.963
H 0.300 0.455 -1.601
H 2.063 1.737 0.525
H 0.988 2.656 -0.508
H 0.059 0.390 1.279
H 0.052 2.060 1.767
H -1.956 2.446 0.716
H -1.278 1.975 -0.815
H -2.892 -0.207 1.604
H -3.859 0.622 -0.453
H -0.694 -3.228 -1.038
H -0.634 -2.312 1.200
H -2.626 -3.392 0.396
*
```

The value obtained for the frontier orbital gap is 10.25 eV. Its energy above the lowest of the compared OMol25 structures with the same formula, charge and spin is 0.000 eV. For the HOMO energy, the calculation gives -9.276 eV.

Partial atomic charges computed with the Löwdin method, in multiples of e:
1. N -0.01
2. C -0.26
3. C -0.19
4. C -0.23
5. C -0.26
6. C -0.32
7. Si 0.50
8. O -0.51
9. Si 0.49
10. H 0.07
11. H 0.06
12. H 0.10
13. H 0.07
14. H 0.10
15. H 0.09
16. H 0.10
17. H 0.11
18. H 0.08
19. H 0.10
20. H 0.07
21. H 0.07
22. H -0.01
23. H -0.03
24. H -0.06
25. H -0.05
26. H -0.07

=====

A cluster of 4 separate species, C5H18N2O3 in total, computed with ωB97M-V/def2-TZVPD.

The geometry in ORCA input format:
```
! RIJCOSX wB97M-V def2-TZVPD def2/J DEFGRID3
* xyz 0 1
C 1.040 1.687 -0.288
C -0.331 1.859 -0.947
C -1.078 0.551 -1.038
C -1.911 0.064 -0.124
N -2.616 -1.151 -0.196
C -0.809 -0.251 -2.281
N 2.051 0.908 -0.987
H 1.493 2.677 -0.172
H 0.899 1.340 0.723
H -0.848 2.586 -0.358
H -0.229 2.255 -1.956
H -2.136 0.650 0.752
H -2.264 -1.779 -0.901
H -2.677 -1.563 0.719
H -1.544 -0.155 -3.074
H -0.628 -1.317 -2.081
H 0.148 0.040 -2.701
H 1.780 -0.054 -1.147
H 2.250 1.310 -1.893
H -1.141 0.020 3.184
H -0.885 -1.430 3.395
O -0.423 -0.622 3.131
H 2.323 -0.977 1.474
H 2.887 0.385 1.048
O 3.007 -0.330 1.683
H 0.170 -1.593 1.645
H 0.943 -2.921 1.426
O 0.526 -2.189 0.964
*
```

The value obtained for the frontier orbital gap is 8.08 eV. Its energy above the lowest of the compared OMol25 structures with the same formula, charge and spin is 0.563 eV. For the HOMO energy, the calculation gives -7.930 eV. The SMILES is C/C(=C\N)CCN.O.O.O.

Partial atomic charges computed with the Löwdin method, in multiples of e:
1. C -0.28
2. C -0.17
3. C -0.31
4. C -0.19
5. N 0.06
6. C -0.07
7. N 0.00
8. H 0.11
9. H 0.10
10. H 0.10
11. H 0.11
12. H 0.11
13. H 0.06
14. H 0.07
15. H 0.08
16. H 0.08
17. H 0.06
18. H 0.07
19. H 0.07
20. H 0.06
21. H 0.06
22. O -0.04
23. H -0.01
24. H -0.01
25. O -0.07
26. H -0.01
27. H 0.05
28. O -0.07

=====

> Look up the frontier orbital gap of the first one.

10.25 eV

=====

> Look up the energy above the lowest of the compared OMol25 structures with the same formula, charge and spin of the first one.

0.000 eV

=====

> Among the records above, which one has the highest frontier orbital gap?

C5H17NOSi2